1.
Formula: C41H62AsN4O2Si4Sn
Source: the OMol25 dataset
Level of theory: the ωB97M-V functional and the def2-TZVPD basis

CARTESIAN COORDINATES (ANGSTROEM)
Sn  0.14  -0.02  0.43
C  -4.43  -0.85  -1.17
C  -3.11  -1.15  -0.79
N  -2.51  -0.57  0.22
C  -3.18  0.36  0.96
C  -4.51  0.72  0.65
C  -5.12  0.09  -0.46
C  -5.21  1.64  1.47
C  -4.59  2.10  2.60
C  -3.27  1.74  2.94
C  -2.48  0.93  2.12
N  -1.19  0.53  2.32
C  -0.45  0.75  3.47
C  -0.49  1.88  4.28
C  0.23  1.95  5.50
C  1.01  0.93  5.94
C  1.17  -0.21  5.11
C  2.03  -1.28  5.45
C  2.20  -2.32  4.59
C  1.49  -2.31  3.36
N  0.67  -1.35  3.03
C  0.49  -0.29  3.87
H  -4.88  -1.36  -2.02
H  -2.53  -1.91  -1.32
H  -6.14  0.35  -0.72
H  -6.22  1.95  1.21
H  -5.13  2.77  3.26
H  -2.87  2.11  3.86
H  -1.03  2.75  3.96
H  0.14  2.85  6.10
H  1.52  0.97  6.90
H  2.56  -1.25  6.40
H  2.87  -3.14  4.82
H  1.61  -3.11  2.64
N  2.11  -2.48  -0.19
C  3.25  -2.38  -0.33
C  4.68  -2.23  -0.50
C  5.42  -1.52  0.44
C  6.80  -1.44  0.32
C  7.44  -2.06  -0.75
C  6.70  -2.75  -1.70
C  5.32  -2.84  -1.58
H  4.90  -1.02  1.26
H  7.38  -0.89  1.05
H  8.52  -2.00  -0.84
H  7.19  -3.23  -2.54
H  4.72  -3.37  -2.31
C  1.92  1.72  -3.90
Si  1.24  0.05  -4.36
C  2.52  -1.20  -3.81
C  1.15  0.00  -6.23
As  -0.76  -0.47  -3.23
Si  -0.89  -2.71  -3.91
C  -0.19  -3.30  -5.55
C  -0.01  -3.75  -2.62
C  -2.70  -3.26  -3.90
Si  -2.28  0.41  -4.78
C  -2.55  -0.59  -6.35
C  -1.79  2.15  -5.29
C  -3.97  0.54  -3.99
H  2.94  1.81  -4.29
H  1.94  1.83  -2.81
H  1.32  2.54  -4.30
H  3.53  -0.84  -4.04
H  2.38  -2.18  -4.28
H  2.45  -1.33  -2.72
H  2.15  0.14  -6.65
H  0.50  0.80  -6.61
H  0.75  -0.95  -6.60
H  0.87  -3.05  -5.67
H  -0.73  -2.86  -6.41
H  -0.29  -4.39  -5.61
H  1.07  -3.74  -2.79
H  -0.36  -4.79  -2.67
H  -0.18  -3.36  -1.62
H  -3.38  -2.41  -3.97
H  -2.93  -3.80  -2.98
H  -2.90  -3.93  -4.75
H  -1.64  -0.62  -6.96
H  -3.35  -0.14  -6.95
H  -2.84  -1.62  -6.11
H  -0.74  2.36  -5.10
H  -2.38  2.89  -4.72
H  -1.98  2.32  -6.36
H  -4.48  -0.43  -3.99
H  -4.60  1.26  -4.54
H  -3.89  0.87  -2.95
C  4.47  2.15  0.29
Si  3.18  1.82  1.62
C  4.07  1.03  3.09
C  2.62  3.51  2.21
O  2.00  0.89  1.08
H  5.25  2.84  0.62
H  3.97  2.59  -0.59
H  4.96  1.22  -0.05
H  5.03  1.51  3.32
H  4.24  -0.04  2.92
H  3.43  1.10  3.98
H  3.44  4.08  2.68
H  1.81  3.41  2.94
H  2.24  4.11  1.37
C  -2.16  3.35  -0.94
C  -0.73  2.99  -0.51
C  -0.52  3.41  0.95
C  0.26  3.78  -1.37
O  -0.53  1.62  -0.73
H  -2.35  4.43  -0.86
H  -2.88  2.82  -0.29
H  -2.33  3.03  -1.97
H  -0.48  4.50  1.06
H  0.42  2.98  1.32
H  -1.34  3.04  1.57
H  0.15  4.86  -1.22
H  0.10  3.56  -2.43
H  1.28  3.49  -1.10

Properties
- HOMO-LUMO gap: 6.39 eV
- Lowest unoccupied orbital energy: 2.412 eV
- Energy: -151768.126 eV
- Strongest force on any atom: 0.70 eV/A
- Total charge: -1

---

2.
Formula: C41H66Br14Cl2N2P
Source: the OMol25 dataset
Level of theory: the ωB97M-V functional and the def2-TZVPD basis

CARTESIAN COORDINATES (ANGSTROEM)
C  0.31  -4.86  -1.57
C  1.68  -4.11  -2.08
P  1.40  -2.50  -3.08
C  0.46  -2.77  -4.71
C  -0.84  -3.80  -4.59
N  0.72  -1.19  -2.08
C  1.44  -0.27  -1.31
C  0.52  0.78  -0.44
C  -0.87  -0.15  -0.32
C  -1.98  0.98  0.04
C  -3.53  0.70  -0.27
C  -4.10  -0.82  -0.19
C  -4.71  -1.30  1.25
N  -6.21  -1.51  1.30
C  -7.25  -1.84  0.26
C  -8.81  -1.93  0.77
C  -8.55  -1.62  2.36
C  -6.94  -1.38  2.65
C  -0.97  -1.19  0.93
C  0.40  -1.66  1.66
C  1.48  -0.75  2.50
C  2.84  -1.36  3.24
C  3.18  -3.00  3.23
C  2.08  -3.94  2.39
C  2.41  -5.56  2.42
C  0.75  -3.29  1.63
C  -0.75  -0.81  -1.81
C  -1.64  -0.29  -3.07
Cl  -3.23  -1.24  -3.46
C  -1.34  0.83  -4.00
C  -2.29  1.31  -5.27
Cl  0.26  1.79  -3.82
H  -0.19  -5.55  -2.39
H  0.61  -5.52  -0.63
H  -0.49  -4.09  -1.21
H  2.39  -4.88  -2.63
H  2.27  -3.80  -1.09
H  1.22  -3.32  -5.45
H  0.15  -1.77  -5.26
H  -1.45  -3.84  -5.62
H  -0.39  -4.90  -4.47
H  -1.53  -3.50  -3.69
H  2.60  -0.41  -1.40
H  0.42  1.82  -1.02
H  0.98  1.19  0.58
H  -1.88  1.29  1.19
H  -1.69  1.98  -0.55
H  -4.18  1.36  0.48
H  -3.79  1.12  -1.35
H  -4.98  -0.89  -1.00
H  -3.31  -1.62  -0.57
H  -4.22  -2.36  1.50
H  -4.35  -0.59  2.14
H  -6.90  -1.98  -0.87
H  -9.78  -2.13  0.16
H  -9.42  -1.58  3.14
H  -6.36  -1.15  3.65
H  -1.50  -2.17  0.51
H  -1.71  -0.80  1.78
H  1.30  0.41  2.59
H  3.63  -0.67  3.82
H  4.12  -3.46  3.78
H  3.48  -5.78  2.88
H  2.20  -6.12  1.42
H  1.64  -6.02  3.22
H  0.03  -4.06  1.09
H  -1.22  -1.90  -1.62
H  -2.30  2.51  -5.24
H  -3.41  0.99  -5.19
H  -1.84  1.04  -6.33
Br  3.20  2.16  4.78
C  1.72  3.13  5.61
C  0.39  2.65  5.09
Br  0.04  3.36  3.31
H  1.90  4.20  5.44
H  1.82  2.92  6.68
H  -0.43  3.03  5.71
H  0.32  1.56  5.02
Br  7.11  -1.32  6.23
C  7.40  -3.22  6.56
C  7.65  -3.97  5.27
Br  5.99  -4.27  4.29
H  6.54  -3.59  7.11
H  8.28  -3.26  7.21
H  8.05  -4.97  5.48
H  8.34  -3.45  4.59
Br  -6.39  2.31  -2.10
C  -5.62  3.93  -1.33
C  -4.85  4.72  -2.36
Br  -3.11  3.90  -2.73
H  -5.01  3.62  -0.48
H  -6.47  4.51  -0.96
H  -4.62  5.72  -1.99
H  -5.37  4.80  -3.32
Br  2.68  5.91  -5.77
C  3.80  4.52  -6.54
C  3.31  3.14  -6.16
Br  3.80  2.70  -4.32
H  4.83  4.71  -6.22
H  3.73  4.66  -7.63
H  3.79  2.37  -6.77
H  2.22  3.03  -6.23
Br  1.20  -5.96  6.18
C  -0.03  -7.43  6.54
C  -0.14  -8.36  5.35
Br  -1.26  -7.59  3.96
H  -0.98  -6.98  6.83
H  0.40  -7.96  7.40
H  -0.64  -9.29  5.64
H  0.82  -8.60  4.89
Br  4.72  3.97  0.81
C  3.63  5.49  0.28
C  2.15  5.16  0.35
Br  1.60  4.08  -1.17
H  3.96  5.80  -0.71
H  3.88  6.28  1.00
H  1.55  6.07  0.29
H  1.87  4.61  1.25
Br  1.18  11.92  -3.72
C  2.30  10.52  -4.50
C  1.81  9.15  -4.11
Br  2.30  8.71  -2.28
H  3.33  10.72  -4.18
H  2.23  10.67  -5.58
H  2.29  8.38  -4.73
H  0.72  9.04  -4.19

Properties
- HOMO-LUMO gap: 5.59 eV
- Lowest unoccupied orbital energy: -3.469 eV
- Energy: -1061468.265 eV
- Strongest force on any atom: 7.75 eV/A
- Total charge: +1

---

3.
Formula: C41H68BiCl2N2P3Si
Source: the OMol25 dataset
Level of theory: the ωB97M-V functional and the def2-TZVPD basis

CARTESIAN COORDINATES (ANGSTROEM)
Bi  0.03  -1.04  0.60
C  2.58  -0.20  -4.55
C  1.11  -0.42  -4.92
C  0.64  0.58  -6.03
P  0.03  -0.51  -3.36
C  -1.33  -1.67  -3.89
C  -2.49  -1.59  -2.91
C  -1.98  -1.71  -5.27
C  -0.78  1.09  -3.05
C  -1.74  1.56  -3.96
C  -2.48  2.72  -3.69
C  -2.28  3.43  -2.53
C  -1.31  2.96  -1.61
C  -0.56  1.81  -1.81
Si  0.65  1.29  -0.54
C  2.40  1.17  -1.20
C  2.87  2.21  -2.01
C  4.16  2.15  -2.52
C  4.97  1.03  -2.36
C  4.50  0.00  -1.58
C  3.25  0.06  -0.96
P  2.83  -1.21  0.30
C  2.72  -2.86  -0.53
C  3.93  -3.24  -1.36
C  2.24  -3.96  0.37
C  4.12  -0.93  1.59
C  4.48  0.56  1.76
C  5.34  -1.77  1.37
C  0.51  2.49  1.02
C  0.87  3.87  0.78
C  0.88  4.85  1.75
C  0.40  4.53  3.02
C  0.03  3.25  3.28
C  0.15  2.20  2.32
P  -0.13  0.45  2.83
C  -1.79  0.29  3.58
C  -2.03  -1.17  3.98
C  -2.04  1.20  4.73
C  1.26  0.04  3.91
C  1.43  0.80  5.24
C  1.40  -1.45  4.12
H  3.19  -0.65  -5.35
H  2.84  -0.73  -3.61
H  2.84  0.88  -4.47
H  0.97  -1.40  -5.34
H  0.68  1.59  -5.62
H  -0.35  0.38  -6.47
H  1.32  0.59  -6.86
H  -0.95  -2.67  -3.71
H  -2.98  -0.60  -2.91
H  -2.13  -1.83  -1.90
H  -3.25  -2.33  -3.09
H  -2.69  -0.88  -5.48
H  -2.60  -2.60  -5.33
H  -1.23  -1.68  -6.08
H  -1.98  0.98  -4.84
H  -3.26  3.05  -4.39
H  -2.90  4.24  -2.17
H  -1.23  3.51  -0.66
H  2.27  3.10  -2.22
H  4.53  3.02  -3.10
H  5.97  0.92  -2.79
H  5.13  -0.89  -1.44
H  1.92  -2.65  -1.26
H  4.81  -3.45  -0.78
H  4.14  -2.50  -2.10
H  3.70  -4.16  -1.90
H  3.04  -4.31  1.09
H  2.01  -4.84  -0.26
H  1.36  -3.73  1.01
H  3.59  -1.28  2.50
H  5.27  0.76  1.05
H  4.79  0.72  2.79
H  3.64  1.26  1.54
H  5.74  -1.69  0.36
H  5.19  -2.85  1.50
H  6.16  -1.42  2.01
H  1.17  4.21  -0.23
H  1.12  5.80  1.43
H  0.41  5.22  3.81
H  -0.40  2.98  4.25
H  -2.39  0.57  2.77
H  -1.34  -1.49  4.79
H  -2.03  -1.82  3.09
H  -3.02  -1.17  4.36
H  -1.28  1.20  5.53
H  -2.99  0.88  5.21
H  -2.09  2.25  4.38
H  2.09  0.38  3.28
H  0.83  0.38  6.04
H  1.27  1.86  5.06
H  2.46  0.65  5.55
H  0.73  -1.83  4.88
H  2.41  -1.71  4.49
H  1.34  -2.06  3.22
Cl  -1.85  -4.62  1.23
C  -2.37  -5.65  2.56
Cl  -1.58  -5.26  4.10
H  -2.05  -6.67  2.28
H  -3.46  -5.54  2.73
C  -4.57  2.12  0.53
C  -4.97  0.65  0.67
C  -5.94  0.47  1.84
C  -5.59  0.21  -0.64
N  -3.77  -0.12  1.08
N  -2.58  0.19  0.32
H  -5.39  2.83  0.44
H  -3.94  2.23  -0.34
H  -3.96  2.47  1.38
H  -6.99  0.80  1.67
H  -5.53  1.03  2.74
H  -5.99  -0.58  2.13
H  -6.19  1.01  -1.06
H  -6.19  -0.69  -0.56
H  -4.81  0.08  -1.40
H  -3.97  -1.11  0.93
H  -2.30  1.16  0.51
H  -2.67  0.05  -0.70

Properties
- HOMO-LUMO gap: 7.71 eV
- Lowest unoccupied orbital energy: -5.184 eV
- Energy: -113216.834 eV
- Strongest force on any atom: 2.29 eV/A
- Total charge: +2

---

4.
Formula: C41H68ClN4O2
Source: the OMol25 dataset
Level of theory: the ωB97M-V functional and the def2-TZVPD basis

CARTESIAN COORDINATES (ANGSTROEM)
C  7.07  3.67  3.05
C  6.15  2.28  3.02
C  6.73  0.78  2.67
C  5.77  -0.59  2.70
C  4.16  -0.45  3.09
C  3.14  -1.73  3.19
C  2.33  -2.05  1.76
C  0.98  -2.87  2.19
N  -0.31  -2.34  1.60
C  -0.04  -2.18  0.12
C  0.99  -0.92  -0.09
C  0.25  0.54  -0.15
C  -0.85  0.82  1.04
C  -0.52  0.73  2.67
C  -1.66  1.04  3.85
C  -3.18  1.50  3.46
C  -3.55  1.60  1.86
C  -2.41  1.26  0.68
C  -2.98  1.43  -0.88
C  1.72  -1.18  -1.57
C  2.38  0.17  -2.22
C  3.80  -0.18  -3.04
Cl  1.31  1.06  -3.45
N  2.11  -0.82  0.92
C  3.63  1.09  3.44
C  4.56  2.44  3.42
H  6.99  4.13  1.97
H  6.58  4.42  3.83
H  8.18  3.41  3.34
H  7.86  0.70  2.38
H  6.22  -1.66  2.46
H  3.74  -2.68  3.50
H  2.37  -1.47  4.06
H  3.01  -2.79  1.16
H  0.84  -2.87  3.37
H  1.09  -4.01  1.89
H  -0.99  -3.14  1.67
H  0.53  -3.16  -0.23
H  -1.02  -2.05  -0.53
H  -0.33  0.60  -1.18
H  0.99  1.47  -0.15
H  0.55  0.44  3.07
H  -1.35  0.92  4.98
H  -3.92  1.73  4.35
H  -4.66  1.95  1.60
H  -3.87  2.22  -0.82
H  -2.14  1.75  -1.63
H  -3.49  0.40  -1.15
H  2.55  -2.02  -1.45
H  0.93  -1.60  -2.35
H  2.72  0.95  -1.38
H  4.48  0.79  -2.96
H  3.61  -0.35  -4.18
H  4.41  -1.04  -2.52
H  1.96  0.07  1.45
H  3.00  -0.67  0.36
H  2.50  1.20  3.72
H  4.11  3.50  3.72
C  -0.06  -8.35  -1.45
C  0.67  -7.01  -1.72
C  -0.40  -5.92  -1.96
C  -1.14  -6.12  -3.28
C  -0.17  -6.23  -4.46
C  1.04  -7.18  -4.24
N  1.63  -7.11  -2.87
O  2.45  -5.96  -2.83
C  0.66  -8.65  -4.53
C  2.07  -6.86  -5.38
C  1.43  -6.76  -0.37
H  -0.58  -8.32  -0.48
H  -0.84  -8.59  -2.17
H  0.64  -9.19  -1.41
H  0.05  -4.92  -1.95
H  -1.13  -5.92  -1.14
H  -1.78  -7.01  -3.24
H  -1.82  -5.28  -3.45
H  -0.73  -6.53  -5.35
H  0.19  -5.21  -4.66
H  1.52  -9.32  -4.34
H  0.38  -8.79  -5.58
H  -0.18  -9.02  -3.96
H  2.34  -5.79  -5.42
H  1.66  -7.10  -6.37
H  2.99  -7.44  -5.27
H  2.12  -7.58  -0.16
H  0.72  -6.70  0.46
H  2.00  -5.82  -0.36
C  -2.68  7.29  -0.88
C  -4.13  6.85  -0.54
C  -4.92  8.12  -0.12
C  -4.45  8.66  1.24
C  -4.48  7.58  2.32
C  -3.87  6.21  1.92
N  -4.18  5.79  0.52
O  -5.49  5.26  0.52
C  -2.33  6.22  2.09
C  -4.33  5.17  3.00
C  -4.66  6.32  -1.91
H  -2.66  7.89  -1.80
H  -2.21  7.92  -0.13
H  -2.04  6.42  -1.05
H  -5.99  7.91  -0.06
H  -4.81  8.91  -0.87
H  -3.44  9.08  1.16
H  -5.10  9.50  1.54
H  -4.00  7.97  3.21
H  -5.54  7.44  2.59
H  -1.90  5.26  1.77
H  -2.05  6.36  3.14
H  -1.82  7.01  1.55
H  -5.43  5.15  3.12
H  -3.93  5.42  3.99
H  -4.00  4.16  2.75
H  -4.04  5.48  -2.26
H  -4.61  7.10  -2.68
H  -5.70  5.98  -1.88

Properties
- HOMO-LUMO gap (alpha / beta): 7.94 / 7.96 eV
- 2S+1: 3
- Lowest unoccupied orbital energy (alpha / beta): -2.531 / -2.531 eV
- Energy: -66167.485 eV
- Strongest force on any atom: 5.17 eV/A
- Total charge: +1

---

- The highest total charge belongs to which entry?
  C41H68BiCl2N2P3Si